w) {
  "formula": "C6H14",
  "method": "ωB97M-V/def2-TZVPD",
  "elements": ["C", "C", "C", "C", "C", "C", "H", "H", "H", "H", "H", "H", "H", "H", "H", "H", "H", "H", "H", "H"],
  "coordinates": [[0.2173, -0.0948, 0.0686], [0.3186, 1.4375, 0.0901], [-0.0575, -0.6119, -1.3457], [1.5330, 2.0140, -0.6356], [-1.1623, -2.0455, 1.0599], [-0.8592, -0.5483, 1.0682], [2.4655, 1.6406, -0.1950], [-0.0262, -1.7056, -1.3918], [-1.6763, -2.3388, 0.1378], [1.5428, 3.1072, -0.5684], [0.3367, 1.7755, 1.1358], [-1.7866, 0.0059, 0.8597], [1.5395, 1.7553, -1.7003], [0.6800, -0.2338, -2.0619], [1.1844, -0.5080, 0.4003], [-1.0506, -0.2893, -1.6875], [-0.6031, 1.8476, -0.3493], [-1.8066, -2.3202, 1.9026], [-0.5449, -0.2452, 2.0763], [-0.2445, -2.6421, 1.1362]],
  "lowdin_charge": [-0.415, -0.253, -0.078, -0.112, -0.119, -0.252, 0.075, 0.071, 0.066, 0.069, 0.108, 0.114, 0.062, 0.067, 0.139, 0.089, 0.114, 0.069, 0.108, 0.077],
  "gap_ev": 12.2,
  "smiles": "CCC(C)CC",
  "total_charge": 0,
  "homo_ev": -10.95
}

***

x) {
  "formula": "C6H14",
  "method": "ωB97M-V/def2-TZVPD",
  "elements": ["C", "C", "C", "C", "C", "C", "H", "H", "H", "H", "H", "H", "H", "H", "H", "H", "H", "H", "H", "H"],
  "coordinates": [[-0.6472, 0.6892, -0.8635], [-0.8994, -0.9063, 1.8788], [0.1317, 1.6652, 0.0306], [0.5302, -0.5896, 1.6364], [0.0375, 0.5374, -2.2206], [1.1727, -1.4417, 0.6092], [-0.6100, 0.0375, -2.9484], [-1.6680, 1.0760, -0.9773], [0.9562, -0.0595, -2.1254], [-0.7744, -0.3130, -0.4421], [-0.8562, -1.4122, 2.8557], [-0.2651, 1.7700, 1.0462], [-1.4858, 0.0020, 2.0712], [0.5437, -2.0204, -0.0910], [-1.4418, -1.5482, 1.1623], [0.0869, 2.6499, -0.4462], [1.9569, -0.9093, 0.0550], [0.3182, 1.5175, -2.6253], [1.1918, 1.4047, 0.1405], [1.7221, -2.1493, 1.2539]],
  "lowdin_charge": [-0.324, -0.191, -0.138, -0.092, -0.118, -0.189, 0.070, 0.108, 0.066, 0.047, 0.091, 0.060, 0.078, 0.076, 0.072, 0.076, 0.073, 0.072, 0.068, 0.096],
  "gap_ev": 8.6,
  "total_charge": 0,
  "homo_ev": -8.10
}

***

Most stable structure: w)

***

w) {
  "formula": "C6H8S",
  "method": "ωB97M-V/def2-TZVPD",
  "elements": ["S", "C", "C", "C", "C", "C", "C", "H", "H", "H", "H", "H", "H", "H", "H"],
  "coordinates": [[-0.9839, -1.5866, 0.4292], [1.6063, -0.9903, -0.5721], [0.4347, -0.4238, 0.1906], [-1.5906, 0.8650, -0.3347], [0.5704, 0.6944, 1.1766], [-2.1113, -0.3604, -0.0705], [-0.1605, 0.9689, -0.0931], [-0.0205, 0.5570, 2.0719], [1.9395, -1.8691, -0.0157], [1.5738, 1.0895, 1.3935], [2.3975, -0.2457, -0.7257], [-3.1179, -0.6833, -0.3200], [0.3924, 1.6362, -0.7947], [1.2674, -1.3169, -1.5592], [-2.1972, 1.6651, -0.7760]],
  "lowdin_charge": [0.929, -0.085, -0.657, -0.148, -0.105, -0.430, -0.282, 0.104, 0.076, 0.117, 0.087, 0.062, 0.150, 0.077, 0.107],
  "gap_ev": 8.9,
  "smiles": "C[C@@]12C[C@@H]1C=CS2",
  "total_charge": 0,
  "homo_ev": -7.95
}

***

x) {
  "formula": "C6H8S",
  "method": "ωB97M-V/def2-TZVPD",
  "elements": ["S", "C", "C", "C", "C", "C", "C", "H", "H", "H", "H", "H", "H", "H", "H"],
  "coordinates": [[0.9854, -1.2072, -0.1849], [-2.7533, 1.5021, -0.3459], [2.3997, 1.1516, 0.3252], [-0.7437, -1.2790, -0.6202], [-2.2304, 0.5270, 0.1854], [-1.6678, -0.7604, 0.4440], [1.1671, 0.4295, -0.3066], [2.7308, 0.5534, 1.1108], [-1.0842, -0.6451, 1.4056], [-2.4744, -1.4791, 0.6415], [1.9621, 2.0830, 0.4923], [0.2947, 0.9886, -0.3131], [3.0949, 1.1995, -0.4599], [-1.0363, -2.3008, -0.8261], [-0.6444, -0.7633, -1.5483]],
  "lowdin_charge": [1.105, -0.127, -0.057, -0.451, -0.390, -0.370, -0.328, 0.058, 0.108, 0.114, 0.069, 0.038, 0.071, 0.087, 0.074],
  "gap_ev": [4.4, 5.3],
  "total_charge": 0,
  "homo_ev": [-7.25, -7.61]
}

***

y) {
  "formula": "C6H8S",
  "method": "ωB97M-V/def2-TZVPD",
  "elements": ["S", "C", "C", "C", "C", "C", "C", "H", "H", "H", "H", "H", "H", "H", "H"],
  "coordinates": [[-2.6700, -0.8426, -3.0056], [-0.5851, -0.4895, 0.7773], [-1.4047, -0.0215, 1.9065], [1.7708, -0.0431, 0.5560], [1.2861, 0.5281, 1.9487], [-0.1182, 0.2009, 2.0041], [0.3638, -0.5205, -0.0970], [1.6744, 1.5447, 2.1018], [0.5219, -1.1333, -0.9056], [2.3012, -1.0376, 0.5226], [-1.4664, -1.3903, -3.3452], [-2.5613, 0.0494, -3.9879], [1.7593, 0.1104, 2.7846], [2.3906, 0.5898, -0.0639], [-2.4324, 0.1839, 2.1756]],
  "lowdin_charge": [0.452, -0.168, 0.097, -0.124, -0.121, -0.123, -0.101, 0.123, 0.045, 0.104, -0.208, -0.241, 0.092, 0.079, 0.093],
  "gap_ev": 8.7,
  "smiles": "C1=C2C=C2CC1.S",
  "total_charge": 0,
  "homo_ev": -7.77
}

***

Most stable structure: w)

***

w) {
  "formula": "C17H33F4N4PdSb",
  "method": "ωB97M-V/def2-TZVPD",
  "elements": ["Sb", "Pd", "F", "F", "F", "F", "N", "N", "N", "N", "C", "C", "C", "C", "C", "C", "C", "C", "C", "C", "C", "C", "C", "C", "C", "C", "C", "H", "H", "H", "H", "H", "H", "H", "H", "H", "H", "H", "H", "H", "H", "H", "H", "H", "H", "H", "H", "H", "H", "H", "H", "H", "H", "H", "H", "H", "H", "H", "H", "H"],
  "coordinates": [[0.5173, 0.2740, 2.3529], [-0.5758, -0.2123, 0.0747], [0.2443, 4.6258, -0.7507], [2.7065, 5.4627, -1.0156], [1.8202, 0.1181, -1.0315], [4.2803, 1.0422, -1.2397], [2.9195, -4.2110, -1.6299], [-0.3337, 1.7379, -0.6269], [-2.7023, 0.3124, -0.7916], [-0.1878, -2.5579, -0.1671], [-2.7762, 0.3050, -2.2663], [-3.8037, -0.5033, -0.2385], [1.1380, -2.6857, -0.7702], [1.5305, -4.1382, -1.0347], [-0.3480, -0.0996, 4.2507], [-2.7467, 1.6574, -0.2134], [-3.5652, -1.0431, 1.1579], [1.1000, 2.2858, 2.6792], [2.4254, -0.6229, 2.6650], [3.2926, 1.9350, -1.0948], [3.5683, 3.2860, -1.1066], [1.2022, 3.6945, -0.8416], [-1.5731, 2.5191, -0.5967], [0.8922, 2.3135, -0.7957], [-2.0170, -0.8509, -2.8859], [2.5008, 4.1512, -0.9899], [2.0047, 1.4679, -0.9629], [-3.9681, -1.3377, -0.9212], [2.9734, -3.7029, -2.5177], [-2.3772, 1.2417, -2.6507], [-0.2294, -2.9936, 0.7489], [4.5770, 3.6568, -1.2216], [3.6184, -3.8038, -1.0019], [1.6952, 2.6565, 1.8463], [1.8624, -2.2160, -0.1013], [-1.5373, 3.3510, 0.1046], [1.5418, -4.7254, -0.1178], [-3.6749, 2.1787, -0.4818], [3.0620, -0.4477, 1.7983], [-2.4711, -1.8118, -2.6300], [2.8843, -0.1699, 3.5426], [3.1973, -5.1796, -1.8128], [-2.7414, 1.5374, 0.8719], [-0.9780, -0.8390, -2.5388], [0.8546, -4.6117, -1.7448], [-3.8262, 0.2591, -2.5745], [1.6955, 2.3145, 3.5907], [1.1452, -2.1233, -1.7060], [-0.6245, -1.1455, 4.3641], [-4.7239, 0.0937, -0.2460], [0.3966, 0.1664, 4.9996], [-4.3853, -1.7051, 1.4337], [-3.5149, -0.2542, 1.9091], [0.2213, 2.9164, 2.8052], [-1.2314, 0.5223, 4.3814], [-2.6372, -1.6216, 1.2001], [-0.9122, -2.9775, -0.7423], [2.3228, -1.6941, 2.8396], [-1.7156, 2.9667, -1.5854], [-2.0128, -0.7641, -3.9715]],
  "lowdin_charge": [1.351, 0.593, 0.108, 0.135, -0.007, 0.096, 0.209, -0.062, -0.241, -0.016, -0.230, -0.236, -0.262, -0.117, -0.283, -0.196, -0.085, -0.267, -0.299, -0.221, 0.093, -0.140, -0.210, -0.200, -0.079, -0.210, -0.169, 0.117, 0.182, 0.116, 0.096, 0.150, 0.180, 0.003, 0.108, 0.121, 0.141, 0.146, 0.002, 0.070, 0.024, 0.183, 0.109, 0.042, 0.142, 0.134, 0.028, 0.114, 0.013, 0.134, 0.027, 0.090, 0.071, 0.025, 0.018, 0.037, 0.098, 0.005, 0.129, 0.089],
  "gap_ev": [5.9, 6.0],
  "total_charge": 2,
  "homo_ev": [-12.78, -12.80]
}

***

x) {
  "formula": "C17H33F4N4PdSb",
  "method": "ωB97M-V/def2-TZVPD",
  "elements": ["Sb", "Pd", "F", "F", "F", "F", "N", "N", "N", "N", "C", "C", "C", "C", "C", "C", "C", "C", "C", "C", "C", "C", "C", "C", "C", "C", "C", "H", "H", "H", "H", "H", "H", "H", "H", "H", "H", "H", "H", "H", "H", "H", "H", "H", "H", "H", "H", "H", "H", "H", "H", "H", "H", "H", "H", "H", "H", "H", "H", "H"],
  "coordinates": [[-1.9766, -1.1727, 2.0164], [-0.4300, 0.2438, 0.5275], [-0.5187, -1.7374, -1.3152], [-0.8051, -4.1925, -2.2222], [2.6837, -5.6992, 0.5402], [2.9999, -3.3021, 1.5331], [1.2291, -1.1010, 0.6825], [-2.0278, 1.4465, -0.8454], [1.3936, 1.6623, 1.0729], [-3.5896, 0.2567, -4.1133], [0.9948, 2.9492, 1.6837], [1.9489, 0.7788, 2.0999], [-3.2959, 1.2090, -2.9760], [1.2008, -2.3787, 0.2265], [0.9173, -5.0226, -0.8431], [-2.3225, 0.5762, -1.9811], [0.2644, -2.7108, -0.7789], [-0.3219, 2.9322, 2.4372], [2.3258, 1.9133, -0.0462], [2.2534, -0.6187, 1.6100], [-3.0076, -0.5089, 3.7504], [0.1179, -3.9828, -1.2778], [2.0285, -3.4668, 0.6294], [-3.5986, -2.1283, 1.0056], [1.6162, 2.1354, -1.3691], [1.8770, -4.7371, 0.1060], [-1.1056, -2.9232, 2.8515], [2.3397, 2.2157, -2.1797], [2.9414, 2.7884, 0.1865], [0.9589, 1.2863, -1.5809], [-3.6486, 0.3429, 3.5319], [1.0254, 3.0547, -1.3560], [-2.7368, 0.0084, -4.6225], [-4.2464, 1.4530, -2.5050], [-1.6415, 2.3384, -1.1388], [-0.6127, -3.5169, 2.0824], [-0.2856, 2.3042, 3.3279], [-3.2340, -2.6255, 0.1071], [3.2182, -0.6526, 1.0949], [-1.1321, 2.5785, 1.7942], [0.9352, 3.6859, 0.8822], [1.7929, 3.2818, 2.3584], [-2.7354, -0.3583, -1.5948], [-3.6138, -1.3431, 4.1025], [-0.3822, -2.6538, 3.6200], [-1.3831, 0.3369, -2.4839], [1.2037, 0.7074, 2.8936], [2.8609, 1.2024, 2.5403], [-2.8564, 1.6357, -0.2915], [-4.2409, 0.6693, -4.7863], [0.8111, -6.0218, -1.2433], [-1.9062, -3.5085, 3.3023], [-4.0074, -0.6137, -3.7741], [-4.0347, -2.8707, 1.6731], [-4.3676, -1.4016, 0.7417], [-2.2910, -0.2317, 4.5217], [3.0044, 1.0684, -0.1448], [2.3608, -1.2521, 2.4867], [-0.5672, 3.9438, 2.7601], [-2.8809, 2.1137, -3.4157]],
  "lowdin_charge": [1.345, 0.569, 0.003, 0.098, 0.134, 0.109, -0.043, -0.013, -0.240, 0.209, -0.236, -0.194, -0.118, -0.196, 0.095, -0.262, -0.170, -0.085, -0.230, -0.209, -0.282, -0.223, -0.137, -0.300, -0.079, -0.211, -0.268, 0.088, 0.133, 0.041, 0.013, 0.070, 0.181, 0.141, 0.098, 0.004, 0.071, 0.002, 0.129, 0.037, 0.116, 0.133, 0.110, 0.027, 0.024, 0.116, 0.109, 0.145, 0.095, 0.183, 0.150, 0.027, 0.180, 0.023, 0.004, 0.018, 0.115, 0.120, 0.090, 0.142],
  "gap_ev": [5.7, 5.7],
  "total_charge": 2,
  "homo_ev": [-12.72, -12.72]
}

***

Most stable structure: w)